1.
Below is the molecule C6H15NO at a distorted geometry, with properties calculated with wB97M-V/def2-TZVPD.

* total charge: 0
* ΔE to the lowest compared entry with this formula, charge and spin: 94.2 kcal/mol
* SMILES string: CCN(CC)CCO
* highest occupied orbital energy: -8.17 eV

Geometry (Å):
1 C 2.25310 0.27387 -0.83614
2 C 0.69269 0.41798 -1.17047
3 N -0.10313 0.33713 0.00295
4 C -0.65021 1.71848 0.18566
5 C -1.66811 1.55618 1.33295
6 C -0.74952 -0.94934 0.43189
7 C -0.33954 -2.27557 -0.15936
8 O 0.98258 -2.70123 0.37836
9 H 2.34967 0.79010 0.09757
10 H 2.58171 -0.80912 -0.60516
11 H 2.80666 0.43438 -1.84755
12 H 0.51590 1.42410 -1.72261
13 H 0.42818 -0.29153 -2.03683
14 H -1.31075 2.02379 -0.68530
15 H 0.14560 2.38580 0.29196
16 H -1.21831 0.91976 2.27225
17 H -2.69149 1.19699 1.19532
18 H -1.82824 2.47453 1.98672
19 H -0.66200 -0.97957 1.55516
20 H -1.81917 -0.81937 0.04491
21 H -0.18434 -2.11025 -1.30324
22 H -0.94705 -3.18792 -0.01998
23 H 1.41578 -1.82918 0.61096

Now the Löwdin charges, all in e: -0.081 -0.306 -0.213 -0.224 -0.129 -0.183 -0.213 -0.128 0.051 0.068 0.097 0.122 0.115 0.124 0.091 0.114 0.061 0.072 0.121 0.135 0.121 0.122 0.066


2.
Below is a cluster of 3 separate species, C33H40F6O7 in total at a distorted geometry, with properties calculated with wB97M-V/def2-TZVPD.

* total charge: 0
* SMILES string: CC[C@H](C)c1c(CCCCCCOC)ccc2c1C(=O)c1ccccc1C2=O.CCOC(=O)C(F)(F)F.CCOC(=O)C(F)(F)F
* highest occupied orbital energy: -9.32 eV

Geometry (Å):
1 C 5.23319 1.83600 -1.08553
2 C 4.99080 0.94407 0.14940
3 C 3.84592 -0.10062 -0.03424
4 C 2.60519 0.16921 0.87410
5 C 4.30951 -1.54725 0.09153
6 C 4.28371 -2.39699 -1.00374
7 C 3.79574 -1.93287 -2.37120
8 C 2.23537 -1.87146 -2.49280
9 C 1.46802 -2.51421 -1.33709
10 C -0.05891 -2.57453 -1.64319
11 C -0.74727 -1.34279 -1.01214
12 C -1.03895 -1.57126 0.47567
13 O -1.96768 -0.57130 0.88877
14 C -1.58187 0.09500 2.07226
15 C 4.66732 -3.71089 -0.90841
16 C 5.08852 -4.22878 0.29338
17 C 5.11006 -3.39735 1.37760
18 C 4.73745 -2.06985 1.30851
19 C 4.80690 -1.31054 2.60605
20 O 5.22860 -0.17664 2.74990
21 C 4.34275 -2.09136 3.81845
22 C 3.57567 -1.53014 4.80534
23 C 3.18617 -2.35268 5.83566
24 C 3.54720 -3.66922 5.89731
25 C 4.32512 -4.22959 4.90371
26 C 4.70660 -3.41554 3.87155
27 C 5.51851 -3.95809 2.72007
28 O 6.42033 -4.76447 2.86475
29 H 5.54363 2.82275 -0.72795
30 H 4.33004 1.95769 -1.68609
31 H 6.07903 1.44066 -1.65267
32 H 5.89009 0.40216 0.44549
33 H 4.74000 1.54873 1.02355
34 H 3.47498 0.02121 -1.05450
35 H 1.69912 0.20152 0.25731
36 H 2.66126 1.13789 1.37444
37 H 2.43275 -0.64360 1.58736
38 H 4.14234 -2.67542 -3.09605
39 H 4.28202 -0.99437 -2.64712
40 H 1.96918 -0.81415 -2.61458
41 H 1.93306 -2.37311 -3.41799
42 H 1.57017 -1.87215 -0.45740
43 H 1.83335 -3.51088 -1.07869
44 H -0.50310 -3.50352 -1.27625
45 H -0.19391 -2.51222 -2.72835
46 H -0.07489 -0.48848 -1.15171
47 H -1.69507 -1.11481 -1.50873
48 H -0.08933 -1.49867 1.01916
49 H -1.50101 -2.55380 0.62945
50 H -0.50107 0.28874 2.11141
51 H -2.09110 1.06065 2.10522
52 H -1.85992 -0.47093 2.97331
53 H 4.62389 -4.38480 -1.75769
54 H 5.37790 -5.26305 0.44069
55 H 3.30069 -0.48374 4.75486
56 H 2.55872 -1.94294 6.62182
57 H 3.23150 -4.31710 6.70778
58 H 4.60615 -5.27579 4.91021
59 C -3.58927 2.55850 0.34368
60 C -4.19208 3.56780 -0.60857
61 O -3.43956 4.79758 -0.60932
62 C -2.33375 4.80339 -1.34142
63 O -1.91579 3.89033 -1.98982
64 C -1.67291 6.18685 -1.27562
65 F -1.62018 6.65259 -0.02171
66 F -2.36185 7.07521 -2.00706
67 F -0.42878 6.15492 -1.74549
68 H -3.49741 2.98555 1.34417
69 H -4.20704 1.66382 0.39601
70 H -2.58866 2.26549 0.02544
71 H -5.19777 3.83114 -0.28519
72 H -4.26941 3.17182 -1.62052
73 C -10.12791 3.29466 -3.27180
74 C -8.62594 3.30577 -3.45758
75 O -7.96345 2.61331 -2.38206
76 C -7.94066 1.28815 -2.46880
77 O -8.41527 0.63453 -3.34835
78 C -7.16548 0.70415 -1.28111
79 F -7.52666 1.26877 -0.12059
80 F -5.84690 0.90830 -1.42949
81 F -7.35921 -0.60426 -1.15935
82 H -10.39497 3.70250 -2.29609
83 H -10.61180 3.88760 -4.04731
84 H -10.52293 2.28003 -3.31747
85 H -8.25365 4.32805 -3.42946
86 H -8.33518 2.87918 -4.41712

Now the Löwdin charges, all in e: -0.086 -0.203 -0.270 -0.033 -0.082 -0.180 -0.123 -0.171 -0.193 -0.181 -0.174 -0.224 -0.192 -0.109 -0.020 0.003 -0.095 -0.031 -0.244 0.126 -0.098 -0.005 -0.076 -0.069 -0.003 -0.102 -0.258 0.121 0.068 0.071 0.070 0.105 0.092 0.095 0.058 0.084 0.077 0.106 0.110 0.111 0.107 0.078 0.117 0.106 0.103 0.105 0.115 0.104 0.126 0.081 0.065 0.091 0.123 0.127 0.127 0.111 0.111 0.127 -0.065 -0.194 0.036 -0.400 0.173 -0.546 0.165 0.164 0.172 0.085 0.076 0.076 0.126 0.121 -0.060 -0.196 0.027 -0.398 0.177 -0.540 0.163 0.160 0.179 0.084 0.084 0.078 0.125 0.127


3.
Below is a structure of composition C6H15NO2Rb at a distorted geometry, with properties calculated with wB97M-V/def2-TZVPD.

* total charge: +1
* ΔE to the lowest compared entry with this formula, charge and spin: 15.9 kcal/mol
* highest occupied orbital energy: -12.23 eV

Geometry (Å):
1 Rb 0.91618 0.40247 3.79822
2 C 0.22859 -1.63727 -2.76973
3 O 1.10606 -0.58357 -2.43858
4 C 2.01781 -0.90165 -1.42932
5 C 1.45806 -1.11471 -0.01326
6 N 1.07449 0.18007 0.63714
7 C -0.20496 0.71895 0.17958
8 C -0.73359 1.82826 1.11898
9 O -1.38884 1.41249 2.32241
10 C -2.74014 0.97997 2.04958
11 H -0.28811 -1.34402 -3.68234
12 H -0.55497 -1.79403 -2.01735
13 H 0.76280 -2.57778 -2.93577
14 H 2.72480 -0.06648 -1.35704
15 H 2.62286 -1.76730 -1.73134
16 H 2.23890 -1.53851 0.61014
17 H 0.56134 -1.72589 -0.12356
18 H 1.77387 0.82712 0.27886
19 H -0.95961 -0.06483 0.22986
20 H -0.06986 1.24283 -0.77150
21 H -1.37252 2.44799 0.47734
22 H 0.04252 2.50266 1.50113
23 H -3.32918 1.85021 1.76742
24 H -3.16454 0.56356 2.96393
25 H -2.72197 0.15943 1.33519

Now the Löwdin charges, all in e: 0.971 -0.096 -0.178 -0.233 -0.171 -0.113 -0.197 -0.233 -0.319 -0.061 0.097 0.080 0.098 0.127 0.128 0.112 0.109 0.102 0.116 0.133 0.129 0.120 0.102 0.094 0.085


4.
Below is a structure of composition C5H11NO at a distorted geometry, with properties calculated with wB97M-V/def2-TZVPD.

* total charge: 0
* ΔE to the lowest compared entry with this formula, charge and spin: 89.6 kcal/mol
* highest occupied orbital energy: -7.55 eV

Geometry (Å):
1 C -2.35422 -0.23782 -0.67523
2 C -1.48490 0.84632 -0.04613
3 C -0.69068 0.34409 1.15457
4 N 0.18012 -0.75740 0.81985
5 C 1.39291 -0.68434 0.32990
6 O 1.84772 0.53424 0.03697
7 C 3.08766 -0.13835 -0.64229
8 H -2.94502 0.15884 -1.50667
9 H -1.73684 -1.05465 -1.06561
10 H -3.05089 -0.66173 0.05924
11 H -0.77311 1.23605 -0.78369
12 H -2.10428 1.68903 0.28223
13 H -0.05219 1.14130 1.54739
14 H -1.34962 0.00288 1.95779
15 H -0.11278 -1.71431 0.94327
16 H 3.00606 0.28196 -1.63077
17 H 3.26104 -1.23693 -0.75701
18 H 3.87902 0.25084 -0.02380

Now the Löwdin charges, all in e: -0.116 -0.250 -0.211 -0.012 -0.261 -0.083 -0.058 0.069 0.067 0.073 0.106 0.107 0.116 0.120 0.122 0.068 0.074 0.069


5.
Below is a cluster of 2 separate species, C14H18BrF4N3O6PS in total at a distorted geometry, with properties calculated with wB97M-V/def2-TZVPD.

* total charge: +1
* highest occupied orbital energy: -12.91 eV

Geometry (Å):
1 C -1.10132 -1.98492 -4.25887
2 C -0.43121 -2.17591 -2.90968
3 Br -0.40826 -4.06216 -2.57618
4 C -1.12893 -1.32167 -1.82036
5 C -0.16557 -0.77227 -0.82520
6 C 0.04685 -1.26534 0.44714
7 S -0.88705 -2.65332 1.10379
8 O -1.88617 -3.12076 0.20448
9 O -1.30884 -2.29510 2.41658
10 C 0.37184 -4.06998 1.24846
11 F 1.58370 -3.67809 0.87561
12 F -0.03899 -5.07425 0.51582
13 F 0.38260 -4.42369 2.52434
14 C 0.95471 -0.67123 1.34316
15 C 1.12240 -1.17447 2.76219
16 O 2.10061 -0.54422 3.52011
17 O 3.33338 -1.24213 3.31280
18 C 1.64800 0.43944 0.91504
19 N 2.58583 1.16613 1.69826
20 C 2.22796 2.14311 2.33633
21 O 1.94935 3.00559 2.98610
22 C 1.42958 0.87403 -0.37134
23 F 2.05434 1.94473 -0.80399
24 N 0.57295 0.30778 -1.21798
25 P 0.54564 1.10268 -2.87606
26 N 1.94507 1.15435 -3.50343
27 H -1.49619 -0.99194 -4.39441
28 H -1.91412 -2.67740 -4.35908
29 H -0.41410 -2.21839 -5.04867
30 H 0.58768 -1.84262 -3.00780
31 H -1.95900 -1.79187 -1.33942
32 H -1.55136 -0.50152 -2.36024
33 H 0.19445 -1.01535 3.28216
34 H 1.29103 -2.23112 2.79384
35 H 3.81862 -0.64402 2.72439
36 H -0.31526 0.30658 -3.59849
37 H -0.09625 2.30699 -2.60074
38 H 2.26535 2.10307 -3.64472
39 C -2.53946 4.65422 0.88868
40 C -1.84563 3.32979 1.01018
41 O -1.93087 2.47620 0.14595
42 C -1.01718 3.09005 2.24320
43 H -3.09478 4.69478 -0.04449
44 H -3.23031 4.78948 1.72132
45 H -1.80764 5.46308 0.90777
46 H -1.63172 3.16180 3.14055
47 H -0.22704 3.83478 2.29659
48 H -0.58468 2.09505 2.19634

Now the Löwdin charges, all in e: -0.153 -0.752 0.847 -0.168 -0.156 -0.104 0.799 -0.274 -0.233 -0.673 0.162 0.158 0.170 -0.028 -0.143 -0.114 0.033 -0.091 0.199 -0.280 0.286 -0.232 0.160 0.020 0.859 -0.224 0.061 0.068 0.088 0.076 0.105 0.089 0.143 0.116 0.095 0.002 0.040 0.002 -0.010 -0.490 0.035 -0.013 0.087 0.096 0.094 0.104 0.081 0.063


6.
Below is a cluster of 4 separate species, C6H19NO4 in total at a distorted geometry, with properties calculated with wB97M-V/def2-TZVPD.

* total charge: 0
* ΔE to the lowest compared entry with this formula, charge and spin: 87.5 kcal/mol
* SMILES string: C=CCCCNCO.O.O.O
* highest occupied orbital energy: -8.94 eV

Geometry (Å):
1 C -2.20962 0.11123 1.41928
2 C -2.21248 -0.36838 0.14571
3 C -2.13809 0.58637 -0.96889
4 C -1.07371 0.39826 -2.06261
5 C 0.25843 1.02932 -1.60009
6 N 0.96941 -0.00093 -0.78337
7 C 2.17859 -0.49035 -1.41581
8 O 2.63706 -1.53442 -0.49217
9 H -2.10305 -0.62648 2.23310
10 H -2.11763 1.07181 1.61004
11 H -2.33029 -1.37818 -0.07502
12 H -3.05929 0.50331 -1.51445
13 H -2.11494 1.71184 -0.56060
14 H -0.79171 -0.68163 -2.21956
15 H -1.56199 0.76696 -2.97072
16 H 0.90613 1.31007 -2.48124
17 H 0.10068 1.92119 -1.10165
18 H 1.21867 0.60740 0.08751
19 H 3.24159 0.09963 -1.48834
20 H 1.97865 -0.94214 -2.35534
21 H 2.00167 -2.21417 -0.54470
22 O 0.92254 2.20233 1.09770
23 H 1.75245 2.45455 1.50625
24 H 0.62877 1.35795 1.44887
25 O 0.16169 -0.16284 3.19455
26 H 0.30005 -0.65283 4.01372
27 H 0.62240 -0.72011 2.57502
28 O 0.87430 -1.97556 1.32859
29 H 0.39982 -2.75641 1.50433
30 H 0.55989 -1.62781 0.46990

Now the Löwdin charges, all in e: 0.016 -0.175 -0.242 -0.185 -0.215 -0.067 -0.261 -0.097 0.062 0.003 0.079 0.090 0.163 0.119 0.101 0.126 0.063 0.113 0.170 0.098 0.026 -0.042 0.063 0.010 -0.068 0.049 -0.028 -0.045 0.041 0.032


7.
Below is a cluster of 4 separate species, C25H54FN5 in total at a distorted geometry, with properties calculated with wB97M-V/def2-TZVPD.

* total charge: 0
* SMILES string: CC[C@@H](F)[C@@H](C#N)CC#N.CCN(CC)CC.CCN(CC)CC.CCN(CC)CC
* highest occupied orbital energy: -8.03 eV

Geometry (Å):
1 C 3.78204 -0.15543 -4.25400
2 C 3.43270 -0.27146 -5.76362
3 C 4.32947 0.58536 -6.65672
4 F 4.07678 0.16472 -7.96882
5 C 4.04548 2.10425 -6.62336
6 C 2.86946 2.48399 -5.79930
7 N 1.94906 2.61907 -5.14568
8 C 5.25295 2.99686 -6.21332
9 C 6.10006 2.42537 -5.14474
10 N 6.92669 1.93415 -4.53688
11 H 4.68142 0.44903 -4.10643
12 H 2.97141 0.38708 -3.75751
13 H 3.86135 -1.13093 -3.77525
14 H 3.62369 -1.30541 -6.07607
15 H 2.37220 -0.09922 -5.96259
16 H 5.37445 0.33105 -6.46032
17 H 3.79512 2.38507 -7.65199
18 H 5.85454 3.29994 -7.07136
19 H 4.84196 3.93188 -5.81301
20 C 1.82769 1.56722 -1.07205
21 C 2.27648 2.73062 -0.20224
22 N 3.71951 2.87560 -0.13678
23 C 4.15894 3.78297 0.91065
24 C 3.75910 5.25743 0.80007
25 C 4.40295 3.00606 -1.41292
26 C 3.97428 4.14510 -2.34307
27 H 2.30621 0.63519 -0.76248
28 H 0.74786 1.43335 -0.98305
29 H 2.05006 1.73720 -2.12627
30 H 1.90577 2.54854 0.81070
31 H 1.78032 3.64667 -0.55660
32 H 5.24705 3.71651 1.00007
33 H 3.77399 3.39819 1.86118
34 H 4.33161 5.77700 0.03223
35 H 3.96309 5.76495 1.74568
36 H 2.69696 5.38326 0.58648
37 H 4.28414 2.06484 -1.95909
38 H 5.47829 3.07729 -1.23005
39 H 2.88997 4.21944 -2.43513
40 H 4.37210 3.96550 -3.34571
41 H 4.36149 5.10945 -2.01595
42 C 1.21077 -1.10935 2.29099
43 C 0.26629 -2.30117 2.35986
44 N -0.96307 -2.11405 1.60914
45 C -1.98059 -3.10504 1.91791
46 C -1.68842 -4.56782 1.57017
47 C -0.80752 -1.79186 0.19895
48 C -0.01104 -2.76697 -0.67504
49 H 0.70595 -0.18848 2.58877
50 H 2.05058 -1.26412 2.97023
51 H 1.62299 -0.96868 1.29013
52 H 0.00344 -2.44906 3.41108
53 H 0.81156 -3.20317 2.04361
54 H -2.92074 -2.81044 1.44124
55 H -2.18109 -3.04794 2.99369
56 H -1.75668 -4.75193 0.49855
57 H -2.42766 -5.21360 2.05008
58 H -0.70465 -4.88705 1.91616
59 H -0.33362 -0.80843 0.12326
60 H -1.79732 -1.64751 -0.24224
61 H 0.92389 -3.07666 -0.20553
62 H 0.24538 -2.28260 -1.62042
63 H -0.58616 -3.65851 -0.92120
64 C -7.25849 -2.01308 6.65601
65 C -7.43912 -1.47765 5.24275
66 N -6.18313 -1.21452 4.56534
67 C -6.33439 -0.43036 3.35017
68 C -7.12329 -1.04504 2.19002
69 C -5.26306 -2.33606 4.48005
70 C -5.75810 -3.62127 3.80789
71 H -6.61721 -1.35492 7.24467
72 H -8.22670 -2.07295 7.15583
73 H -6.82532 -3.01458 6.66335
74 H -7.99063 -0.53613 5.31572
75 H -8.08002 -2.17267 4.67922
76 H -5.34191 -0.14331 2.99105
77 H -6.81801 0.51285 3.62615
78 H -6.55733 -1.82565 1.68248
79 H -7.34026 -0.27566 1.44553
80 H -8.07775 -1.46232 2.51348
81 H -4.94141 -2.58826 5.49495
82 H -4.34710 -2.00551 3.98286
83 H -6.75128 -3.91475 4.15098
84 H -5.07715 -4.44245 4.04478
85 H -5.77930 -3.52902 2.72261

Now the Löwdin charges, all in e: -0.070 -0.183 -0.295 -0.026 -0.205 -0.188 0.201 -0.114 -0.234 0.180 0.048 0.046 0.077 0.115 0.113 0.149 0.154 0.131 0.115 -0.088 -0.268 -0.194 -0.252 -0.088 -0.239 -0.074 0.075 0.072 0.041 0.116 0.103 0.111 0.109 0.054 0.070 0.066 0.091 0.117 0.068 0.041 0.056 -0.088 -0.273 -0.195 -0.257 -0.082 -0.243 -0.081 0.080 0.074 0.054 0.118 0.101 0.109 0.102 0.055 0.067 0.067 0.090 0.115 0.067 0.069 0.053 -0.093 -0.277 -0.199 -0.251 -0.087 -0.248 -0.083 0.079 0.072 0.063 0.117 0.100 0.112 0.109 0.053 0.070 0.066 0.102 0.103 0.066 0.070 0.052


Number 1: orbital gap 9.1 eV. Number 2: orbital gap 9.0 eV. Number 3: orbital gap 8.7 eV. Number 4: orbital gap 8.6 eV. Number 5: orbital gap 8.1 eV. Number 6: orbital gap 9.6 eV. Number 7: orbital gap 8.5 eV.